Entry 1:
Density functional theory data (ωB97M-V/def2-TZVPD) for a structure of composition C21H15HgN4O2.

```
! RIJCOSX wB97M-V def2-TZVPD def2/J DEFGRID3
* xyz 0 2
Hg 0.5663 0.9502 0.1731
O 1.1242 1.9943 2.8895
C 0.5552 0.9840 3.2751
N 0.3494 0.6160 4.5668
C -0.3623 -0.6477 4.6871
C -0.5502 -0.9839 3.1433
O -1.1072 -1.9795 2.7273
N 0.0106 0.0170 2.4631
C -1.7258 -0.4801 5.3554
C -1.8796 0.4812 6.3527
C -3.1114 0.6918 6.9505
C -4.2158 -0.0436 6.5512
C -4.0647 -1.0212 5.5809
C -2.8297 -1.2454 4.9923
C 0.4884 -1.7257 5.3568
C 0.4067 -3.0670 4.9957
C 1.2403 -4.0055 5.5843
C 2.1550 -3.6261 6.5534
C 2.2102 -2.3000 6.9517
C 1.3905 -1.3572 6.3532
H 0.6608 1.1908 5.3267
H -1.0348 1.0745 6.6763
H -3.2070 1.4328 7.7335
H -5.1849 0.1439 6.9933
H -4.9144 -1.6160 5.2737
H -2.7310 -1.9935 4.2209
H -0.2844 -3.3722 4.2252
H 1.1732 -5.0407 5.2777
H 2.8193 -4.3564 6.9953
H 2.8935 -1.9963 7.7340
H 1.4598 -0.3265 6.6747
N -0.9352 -3.5402 -5.6524
C -0.6727 -2.5244 -5.1851
C -0.3424 -1.2576 -4.6167
C -0.0359 -0.1739 -5.4385
C 0.2713 1.0350 -4.8420
C 0.2725 1.1177 -3.4589
N -0.0120 0.0827 -2.6729
C -0.3169 -1.0769 -3.2330
H -0.0370 -0.2860 -6.5139
H 0.5105 1.9013 -5.4408
H 0.5106 2.0478 -2.9571
H -0.5509 -1.8959 -2.5645
*
```

Values from the calculation:
HOMO-LUMO gap (spin up / spin down): 8.235 / 6.012 eV
LUMO energy (spin up / spin down): -0.50 / -2.80 eV
HOMO level (spin up / spin down): -0.321 / -0.324 hartree
energy above the lowest of the compared OMol25 structures with the same formula, charge and spin: 14.4 kcal per mole

What are the natural (NBO) partial charges on each atom? They are as follows, in elementary charge units: Hg 0.7093; O -0.6698; C 0.7630; N -0.6319; C -0.0345; C 0.6765; O -0.6291; N -0.7135; C 0.0636; C -0.2221; C -0.2098; C -0.2188; C -0.1898; C -0.2405; C -0.0377; C -0.1549; C -0.2199; C -0.2143; C -0.2086; C -0.2028; H 0.4116; H 0.1975; H 0.2118; H 0.2122; H 0.2114; H 0.2481; H 0.2379; H 0.2121; H 0.2123; H 0.2118; H 0.1983; N -0.2690; C 0.2620; C -0.2084; C -0.1081; C -0.2485; C 0.0532; N -0.4425; C 0.0900; H 0.2379; H 0.2339; H 0.2016; H 0.2187

=====

Entry 2:
Density functional theory data (ωB97M-V/def2-TZVPD) for a structure of composition C36H36N5O3PSZn.

```
! RIJCOSX wB97M-V def2-TZVPD def2/J DEFGRID3
* xyz 2 1
Zn -0.4938 0.3053 1.2823
C -0.3958 -4.1280 2.1875
O -0.5618 -3.3181 3.3613
C -0.6826 -2.0763 2.9474
N -0.6881 -1.8523 1.6822
C -0.6835 -3.1514 1.0125
C 0.2976 -3.2979 -0.1226
C 1.5550 -2.7114 -0.0550
C 2.4828 -2.9455 -1.0552
C 2.1607 -3.7562 -2.1305
C 0.8985 -4.3188 -2.2133
C -0.0316 -4.0925 -1.2155
C -0.8931 -0.9648 3.8743
C -0.9760 -1.0387 5.2616
C -1.2611 0.1362 5.9487
C -1.4603 1.3264 5.2567
C -1.3545 1.2976 3.8681
N -1.0785 0.1744 3.2223
C -1.4883 2.4260 2.9433
N -1.1949 2.2825 1.7002
C -1.3401 3.5817 1.0601
C -1.9758 4.4412 2.1860
O -1.8947 3.6080 3.3505
C -2.1573 3.6374 -0.2087
C -2.8070 2.5480 -0.7660
C -3.5395 2.7049 -1.9340
C -3.6335 3.9448 -2.5434
C -2.9958 5.0373 -1.9756
C -2.2626 4.8855 -0.8149
H 0.6332 -4.5039 2.1731
H -1.0938 -4.9638 2.2388
H -1.7052 -3.3136 0.6389
H 1.8109 -2.0856 0.7896
H 3.4692 -2.5142 -0.9849
H 2.8951 -3.9648 -2.8926
H 0.6402 -4.9430 -3.0529
H -1.0027 -4.5629 -1.2742
H -0.8326 -1.9791 5.7732
H -1.3231 0.1284 7.0256
H -1.6851 2.2479 5.7714
H -0.3268 3.9360 0.8179
H -1.4481 5.3717 2.3906
H -3.0308 4.6502 1.9830
H -2.7529 1.5774 -0.2889
H -4.0472 1.8546 -2.3638
H -4.2057 4.0676 -3.4513
H -3.0657 6.0089 -2.4368
H -1.7721 5.7374 -0.3660
S 0.3369 -0.1193 -5.1497
C 0.0061 -0.0379 -3.4493
C 0.4720 1.0765 -2.7355
C 0.2800 1.1387 -1.3802
N -0.3969 0.2077 -0.6888
C -0.9126 -0.8160 -1.3828
C -0.7152 -0.9946 -2.7288
C 0.4697 -1.8960 -5.4474
C 1.7546 -2.3734 -5.6479
C 1.9110 -3.7299 -5.9020
N 0.8964 -4.5709 -5.9365
C -0.3241 -4.1049 -5.7675
C -0.6073 -2.7613 -5.5324
H 1.0065 1.8593 -3.2490
H 0.6905 1.9525 -0.8017
H -1.5261 -1.5107 -0.8332
H -1.1303 -1.8631 -3.2159
H 2.6018 -1.7078 -5.6179
H 2.8899 -4.1497 -6.0881
H -1.1202 -4.8342 -5.8330
H -1.6277 -2.4235 -5.4458
C 3.6431 1.9438 0.8546
P 2.5931 1.4561 2.2560
C 2.2444 3.0032 3.1519
C 3.4824 0.3960 3.4349
O 1.3491 0.7539 1.7730
H 4.6356 2.2257 1.1942
H 3.1855 2.8068 0.3727
H 3.7150 1.1324 0.1331
H 3.1925 3.4416 3.4504
H 1.6491 2.8129 4.0414
H 1.7206 3.7094 2.5121
H 4.4102 0.8548 3.7630
H 3.6894 -0.5776 2.9960
H 2.8358 0.2622 4.3009
*
```

Values from the calculation:
HOMO-LUMO gap: 7.505 eV
LUMO energy: -6.05 eV
HOMO level: -0.498 hartree

What are the Löwdin partial charges on each atom? They are as follows, in elementary charge units: Zn 0.6688; C -0.0242; O 0.0757; C -0.2966; N 0.1223; C -0.2353; C -0.2287; C -0.0404; C -0.0566; C -0.0606; C -0.0581; C -0.0332; C -0.1384; C 0.0678; C 0.0159; C 0.0641; C -0.1416; N 0.0971; C -0.2994; N 0.1157; C -0.2341; C -0.0350; O 0.0734; C -0.2040; C -0.0481; C -0.0622; C -0.0616; C -0.0545; C -0.0352; H 0.1461; H 0.1451; H 0.1560; H 0.1035; H 0.1079; H 0.1089; H 0.1042; H 0.1243; H 0.1384; H 0.1310; H 0.1368; H 0.1497; H 0.1417; H 0.1495; H 0.0913; H 0.1096; H 0.1138; H 0.1143; H 0.1226; S 1.0689; C -0.4911; C -0.0536; C -0.1112; N -0.0181; C -0.1075; C -0.0291; C -0.4906; C -0.0795; C -0.1329; N 0.0775; C -0.1346; C -0.0763; H 0.1163; H 0.1084; H 0.1088; H 0.1020; H 0.1062; H 0.1172; H 0.1165; H 0.1136; C -0.1427; P 0.6266; C -0.1441; C -0.1413; O -0.3980; H 0.0655; H 0.0579; H 0.0601; H 0.0685; H 0.0552; H 0.0503; H 0.0659; H 0.0608; H 0.0572

=====

Entry 3:
Density functional theory data (ωB97M-V/def2-TZVPD) for a structure of composition C43H43FIrN7S.

```
! RIJCOSX wB97M-V def2-TZVPD def2/J DEFGRID3
* xyz 1 2
Ir 0.2536 0.8750 0.1921
C -2.4173 2.3326 -5.7579
C -1.4209 2.1213 -4.6508
C -0.6711 3.1780 -4.1478
C 0.2185 2.9916 -3.0981
C 0.3789 1.7394 -2.5363
N 1.2891 1.4697 -1.4855
C 2.3559 0.6819 -1.9490
C 2.6300 0.5416 -3.3257
C 3.6624 -0.2378 -3.8063
C 4.4986 -0.9626 -2.9609
C 5.5689 -1.8770 -3.4881
C 4.2787 -0.8058 -1.6069
C 3.2687 0.0186 -1.1202
N 3.2572 0.2381 0.2821
C 4.3295 0.3754 1.0848
C 3.8699 0.5602 2.3702
C 2.4828 0.5349 2.2563
N 2.1216 0.3191 0.9889
C -0.3615 0.6785 -3.0408
C -1.2650 0.8619 -4.0732
N -0.2417 -0.6063 -2.3869
C -0.7102 -1.7338 -2.9818
C -1.4541 -2.4324 -2.0819
C -1.4622 -1.6354 -0.9102
N -0.6428 -0.6070 -1.0594
H -2.1172 3.1569 -6.4032
H -3.4015 2.5735 -5.3510
H -2.5236 1.4397 -6.3733
H -0.7847 4.1630 -4.5840
H 0.8098 3.8114 -2.7098
H 2.0253 1.0768 -4.0423
H 3.8143 -0.2892 -4.8782
H 5.9106 -1.5522 -4.4701
H 5.1977 -2.8988 -3.5904
H 6.4319 -1.9051 -2.8230
H 4.9022 -1.3333 -0.8938
H 5.3248 0.3580 0.6772
H 4.4550 0.7123 3.2595
H 1.7357 0.7097 3.0087
H -1.8695 0.0354 -4.4265
H -0.5092 -1.9138 -4.0247
H -1.9705 -3.3645 -2.2298
H -2.1925 -1.0458 0.9860
S -1.6522 2.2408 -0.0839
C -0.5267 3.4029 0.5657
C -0.6735 4.7724 0.7501
C 0.4094 5.4837 1.2262
C 1.6133 4.8315 1.4878
C 1.6901 3.4716 1.2819
N 0.6298 2.7802 0.8609
H -1.6132 5.2479 0.5075
H 0.3286 6.5517 1.3807
H 2.4800 5.3717 1.8387
H 2.6011 2.9167 1.4563
C -4.7412 -0.6790 0.7801
C -3.7789 -0.9419 -0.3751
C -4.4974 -1.6418 -1.5244
C -2.5102 -1.6755 0.1660
C -2.8091 -3.0610 0.6472
C -1.9603 -3.9250 1.2631
C -0.6498 -3.7894 1.7719
C 0.1728 -2.6781 2.1658
C 1.5093 -3.0640 2.8266
C 2.6703 -2.9743 1.8390
C 1.7665 -2.3129 4.1282
C -0.1595 -1.3992 2.1076
N -0.4746 -0.1953 2.0525
C -1.3612 0.2607 3.1078
C -2.4235 -0.5358 3.5233
C -3.2935 -0.0956 4.5062
C -3.1080 1.1495 5.0900
C -2.0408 1.9440 4.7036
C -1.1829 1.4872 3.7254
F -0.1158 2.2411 3.4043
H -5.5943 -0.0952 0.4338
H -4.2571 -0.1198 1.5822
H -5.1295 -1.6116 1.1979
H -3.4253 0.0273 -0.7405
H -4.8416 -2.6408 -1.2484
H -3.8742 -1.7296 -2.4130
H -5.3813 -1.0655 -1.7999
H -3.7942 -3.4478 0.4170
H -2.3461 -4.9327 1.3835
H -0.1904 -4.7353 2.0313
H 1.3856 -4.1163 3.0885
H 2.8642 -1.9435 1.5485
H 2.4607 -3.5477 0.9347
H 3.5762 -3.3762 2.2953
H 1.9165 -1.2480 3.9598
H 2.6678 -2.6973 4.6066
H 0.9339 -2.4367 4.8219
H -2.5694 -1.5065 3.0634
H -4.1184 -0.7248 4.8104
H -3.7875 1.5007 5.8541
H -1.8504 2.9087 5.1538
*
```

Values from the calculation:
HOMO-LUMO gap (spin up / spin down): 7.637 / 6.344 eV
LUMO energy (spin up / spin down): -2.09 / -3.42 eV
HOMO level (spin up / spin down): -0.358 / -0.359 hartree
energy above the lowest of the compared OMol25 structures with the same formula, charge and spin: 47.3 kcal per mole

What are the Löwdin partial charges on each atom? They are as follows, in elementary charge units: Ir 1.1900; C -0.0431; C -0.2576; C -0.0223; C -0.0113; C -0.3490; N -0.0794; C -0.2046; C -0.0036; C -0.0261; C -0.2745; C -0.0459; C 0.0111; C -0.1302; N -0.0613; C -0.0312; C -0.0280; C -0.1787; N -0.0825; C -0.1700; C 0.0356; N -0.0296; C -0.0344; C 0.0187; C -0.2128; N -0.0109; H 0.0807; H 0.0879; H 0.0796; H 0.1183; H 0.1248; H 0.1160; H 0.1190; H 0.0795; H 0.0849; H 0.0788; H 0.1222; H 0.1376; H 0.1127; H 0.1005; H 0.1205; H 0.1421; H 0.1248; H 0.0851; S 0.6843; C -0.7077; C -0.0609; C -0.0449; C -0.0429; C -0.1022; N -0.1547; H 0.1158; H 0.1163; H 0.1106; H 0.1065; C -0.0496; C -0.3684; C -0.0515; C -0.2365; C -0.0297; C -0.0855; C 0.0037; C -0.1522; C -0.3590; C -0.0361; C -0.0427; C -0.0362; N 0.0122; C -0.1702; C -0.0233; C -0.0594; C -0.0546; C 0.0119; C -0.2196; F 0.0699; H 0.0884; H 0.0667; H 0.0882; H 0.1038; H 0.0809; H 0.0664; H 0.0879; H 0.1079; H 0.1118; H 0.1088; H 0.1273; H 0.0474; H 0.0905; H 0.0908; H 0.0520; H 0.0899; H 0.0912; H 0.1153; H 0.1151; H 0.1146; H 0.1283